CH4O2S | ωB97M-V/def2-TZVPD

Last column: natural (NBO) charge in e.
CARTESIAN COORDINATES (ANGSTROEM)
C 0.838 0.431 -0.284  -0.807
O -0.896 -1.471 0.061  -0.892
O -1.624 0.901 0.791  -0.937
S -1.081 0.172 -0.305  1.473
H 1.066 -0.267 -1.006  0.226
H 0.933 0.380 0.798  0.235
H 0.977 1.456 -0.739  0.230
H -0.214 -1.602 0.685  0.472

E_tot = -589.1144 a.u.
Relative energy (zero: lowest compared OMol25 entry of this formula, charge and spin) = 140.52 kJ/mol
Frontier orbital gap = 10.45 eV
HOMO = -0.353 hartree


CH4O2S | ωB97M-V/def2-TZVPD

Last column: natural (NBO) charge in e.
CARTESIAN COORDINATES (ANGSTROEM)
C -0.563 1.226 0.193  0.315
O 0.468 1.108 0.816  -0.575
O -0.291 -0.806 -1.247  -0.996
S 0.945 -1.457 -0.723  0.871
H -0.720 1.613 -0.906  0.126
H -1.555 0.999 0.594  0.109
H 1.004 -0.743 0.519  0.109
H 0.438 -2.643 -0.123  0.041

E_tot = -589.0645 a.u.
Relative energy (zero: lowest compared OMol25 entry of this formula, charge and spin) = 271.44 kJ/mol
Frontier orbital gap = 10.39 eV
HOMO = -0.361 hartree


CH4O2S2 | ωB97M-V/def2-TZVPD

Last column: natural (NBO) charge in e.
CARTESIAN COORDINATES (ANGSTROEM)
C 0.548 0.273 -0.142  -0.701
O -3.526 0.352 0.363  -0.909
O -2.078 -1.411 -0.577  -0.929
S -0.995 1.314 -0.747  -0.014
S -2.267 -0.150 0.114  1.859
H 1.466 0.526 -0.716  0.244
H 0.272 -0.770 -0.279  0.241
H 0.731 0.389 0.952  0.222
H -1.536 -0.427 1.479  -0.013

E_tot = -987.2826 a.u.
Relative energy (zero: lowest compared OMol25 entry of this formula, charge and spin) = 175.41 kJ/mol
Frontier orbital gap = 10.08 eV
Structure (SMILES) = CS[SH](=O)=O
HOMO = -0.376 hartree


CH4O2SSi | ωB97M-V/def2-TZVPD

Last column: natural (NBO) charge in e.
CARTESIAN COORDINATES (ANGSTROEM)
C 0.182 -0.632 -0.304  -1.089
O 2.890 -0.941 0.309  -0.817
O 1.897 1.207 -0.473  -0.854
Si -1.275 0.483 0.030  0.837
S 1.717 -0.113 0.024  2.054
H -0.232 -2.175 0.394  0.260
H -2.227 -0.716 -0.242  -0.138
H -1.414 1.580 -1.079  -0.135
H -1.537 1.307 1.340  -0.118

E_tot = -878.4441 a.u.
Relative energy (zero: lowest compared OMol25 entry of this formula, charge and spin) = 450.61 kJ/mol
Frontier orbital gap (alpha / beta) = 9.22 / 9.22 eV
HOMO (alpha / beta) = -0.381 / -0.381 hartree